{
  "formula": "C33H54F18O21S3",
  "method": "wB97M-V/def2-TZVPD",
  "symbols": ["C", "C", "O", "C", "O", "C", "F", "F", "F", "H", "H", "H", "H", "H", "C", "C", "O", "C", "O", "C", "F", "F", "F", "H", "H", "H", "H", "H", "C", "C", "O", "C", "O", "C", "F", "F", "F", "H", "H", "H", "H", "H", "C", "C", "O", "C", "O", "C", "F", "F", "F", "H", "H", "H", "H", "H", "C", "C", "O", "C", "O", "C", "F", "F", "F", "H", "H", "H", "H", "H", "C", "C", "O", "C", "O", "C", "F", "F", "F", "H", "H", "H", "H", "H", "C", "C", "O", "S", "C", "O", "O", "H", "H", "H", "H", "H", "H", "H", "H", "C", "C", "O", "S", "C", "O", "O", "H", "H", "H", "H", "H", "H", "H", "H", "C", "C", "O", "S", "C", "O", "O", "H", "H", "H", "H", "H", "H", "H", "H"],
  "coordinates": [[-1.5928, 9.5233, -3.9302], [-1.4759, 7.9724, -4.1118], [-0.3449, 7.6684, -5.0308], [0.8988, 7.6639, -4.5340], [1.2371, 7.9815, -3.4025], [1.9609, 7.2021, -5.6372], [2.9628, 8.1402, -5.7464], [2.5522, 6.1215, -5.1900], [1.3751, 7.0033, -6.8491], [-1.5475, 10.0154, -4.9017], [-0.6559, 9.8598, -3.4862], [-2.3916, 9.8586, -3.2687], [-2.4439, 7.5250, -4.3374], [-1.2868, 7.4863, -3.1547], [1.2340, 0.8593, -0.0740], [0.8775, 0.3386, -1.4658], [0.9841, -1.0848, -1.6078], [2.1196, -1.7125, -1.7644], [3.2345, -1.2058, -1.8409], [1.9592, -3.2440, -1.6679], [0.7131, -3.5531, -1.5433], [2.4273, -3.9197, -2.6842], [2.6203, -3.6668, -0.5742], [0.6545, 0.4533, 0.7550], [1.0006, 1.9240, -0.0790], [2.3020, 0.6974, 0.0723], [1.5897, 0.7088, -2.2033], [-0.1550, 0.5832, -1.7150], [-6.5302, 2.7941, -6.4139], [-6.8437, 3.8382, -7.5642], [-5.6319, 4.1427, -8.3526], [-5.8210, 4.8043, -9.5745], [-6.9429, 5.1136, -9.9660], [-4.5345, 5.1600, -10.3540], [-3.6906, 4.1437, -10.3320], [-4.7079, 5.3359, -11.6547], [-4.0130, 6.1937, -9.7532], [-5.8508, 3.1625, -5.6453], [-6.0003, 1.9844, -6.9156], [-7.4521, 2.4675, -5.9326], [-7.1368, 4.8050, -7.1549], [-7.6159, 3.3565, -8.1640], [0.6571, 13.9392, 8.4053], [-0.4727, 13.0087, 8.2670], [-0.4701, 12.4932, 6.8993], [-0.0127, 11.2859, 6.4653], [0.3979, 10.3432, 7.1528], [-0.1363, 11.1180, 5.0296], [0.0815, 12.2950, 4.4532], [0.8325, 10.2245, 4.5558], [-1.4786, 10.7658, 4.6918], [1.5781, 13.3566, 8.4267], [0.6661, 14.5524, 9.3064], [0.6893, 14.6608, 7.5890], [-1.4279, 13.5187, 8.3915], [-0.3238, 12.1455, 8.9158], [2.1724, -1.8193, 8.7948], [2.4429, -3.3071, 8.9414], [1.3274, -4.0395, 8.4828], [1.0281, -4.2270, 7.1771], [1.7887, -3.9930, 6.2404], [-0.2815, -5.0263, 6.9402], [-1.1665, -4.1958, 6.3887], [-0.1129, -6.0679, 6.1871], [-0.8544, -5.4145, 8.1018], [2.9511, -1.2971, 9.3507], [1.2671, -1.4899, 9.3048], [2.0336, -1.4923, 7.7643], [2.6676, -3.4946, 9.9914], [3.2990, -3.4158, 8.2755], [2.1973, -12.4519, 1.8279], [1.1054, -13.5284, 2.1029], [1.0154, -13.7728, 3.4907], [-0.2020, -14.0584, 4.1103], [-1.1989, -14.4296, 3.4661], [-0.1638, -14.0557, 5.6990], [-0.4850, -15.2662, 6.1468], [1.0303, -13.6778, 6.1127], [-1.0593, -13.1608, 6.2173], [2.3129, -11.6680, 2.5764], [2.0561, -12.0291, 0.8333], [3.2394, -12.7715, 1.8193], [1.3088, -14.4316, 1.5276], [0.1255, -13.1491, 1.8131], [-0.3778, -1.5949, -7.9385], [-0.8204, -3.0436, -8.3542], [-1.4627, -3.7330, -7.2317], [-1.8905, -5.2540, -7.6032], [-3.2704, -5.3998, -6.3177], [-2.5514, -5.2374, -8.9121], [-0.7971, -6.2135, -7.2799], [0.2540, -1.6408, -7.0515], [-1.1892, -0.8866, -7.7712], [0.0707, -1.1329, -8.8181], [-1.4172, -2.9118, -9.2567], [0.0750, -3.5813, -8.6658], [-2.8549, -5.1415, -5.3437], [-3.6707, -6.4136, -6.3182], [-3.9712, -4.5896, -6.5191], [-6.1079, 3.9699, 4.7715], [-6.7144, 5.0108, 5.7934], [-5.9209, 5.1767, 6.9041], [-6.3688, 6.4297, 7.9153], [-4.8661, 6.3497, 8.9796], [-6.3494, 7.6727, 7.1377], [-7.5946, 6.0308, 8.6660], [-5.0983, 4.2207, 4.4460], [-6.7767, 3.8591, 3.9179], [-6.1006, 2.9185, 5.0586], [-6.8284, 5.9002, 5.1737], [-7.7240, 4.7997, 6.1460], [-4.0813, 5.8641, 8.3997], [-5.0735, 5.8630, 9.9326], [-4.5734, 7.3596, 9.2671], [9.3215, -7.5790, -0.8600], [9.3469, -7.3580, -2.4444], [9.2292, -8.5985, -3.1738], [9.1440, -8.5262, -4.8160], [10.9621, -8.4459, -5.1879], [8.6105, -9.8333, -5.2733], [8.5133, -7.2859, -5.2185], [9.4753, -6.6315, -0.3436], [10.0347, -8.3415, -0.5469], [8.3025, -7.8393, -0.5737], [8.5125, -6.6687, -2.5737], [10.2198, -6.7819, -2.7515], [11.1043, -8.0601, -6.1974], [11.3980, -9.4443, -5.1542], [11.4155, -7.7355, -4.4967]],
  "atomic_forces_ev_per_a": [[1.4601, -0.9486, -0.2563], [0.4579, 1.3043, 1.3607], [-0.7874, -0.3297, 0.3527], [0.0423, 0.9203, 1.3638], [-0.5193, -0.8579, -2.3355], [-0.3254, 1.7353, 0.2703], [-1.4316, -0.6952, -0.2611], [0.0000, -0.9780, -0.2528], [0.9683, 0.0884, 1.2422], [-0.7723, -0.0423, -0.0676], [0.0096, -0.0817, 0.3530], [-0.1909, -0.2359, -0.3847], [0.4637, -0.1266, -1.4923], [0.6228, 0.2472, 0.1060], [0.0988, -0.0859, -0.5260], [0.6557, 0.2057, 0.0851], [-1.2090, -1.0081, 0.3665], [2.8548, 1.4861, 0.2848], [-1.9741, -0.8146, -0.1225], [0.7976, 0.4818, 0.6548], [-2.2047, -0.6503, 0.4316], [0.8043, -0.1055, -1.1893], [0.0382, 0.1710, 0.1434], [0.0072, -0.3973, -0.2462], [0.2977, 0.1266, -0.0358], [-0.0860, 0.1595, 0.3190], [-0.2492, 0.6045, 0.0335], [0.1722, -0.1745, -0.2009], [0.7819, 1.1275, -1.4062], [0.5930, -0.3896, 1.0754], [0.2247, 0.4291, -1.8715], [-3.8834, -0.6103, 1.3599], [2.7126, -0.5099, 0.4813], [-0.5050, -1.9149, 0.0224], [1.0057, -0.8856, 0.9793], [-0.9378, 1.2237, -0.0460], [0.7181, 1.2753, 0.0264], [-0.0897, 0.2846, -0.0831], [-0.2884, -0.3589, 0.2154], [0.0201, -0.0337, -0.2766], [-0.4717, -0.1992, -0.1084], [0.1198, 0.5603, -0.3659], [1.4407, 0.8751, -0.0166], [-0.1925, -1.3395, -0.2072], [0.2101, -0.9228, -1.4916], [0.2907, -1.4722, 5.8595], [-0.9050, 2.6057, -1.2959], [-0.6112, -0.2714, -3.3734], [0.0951, -0.2561, -0.7020], [-2.5826, 1.3927, 0.6515], [3.0088, -0.0438, 0.5127], [0.1822, 0.1950, -0.1924], [-0.3981, -0.2833, 0.2353], [0.0266, -0.1559, -0.1710], [-0.0739, -0.4406, -0.0439], [-0.4956, 0.1133, 0.2357], [-0.7571, 0.5299, 0.8334], [0.6140, 2.1231, -1.3413], [-1.8547, -1.0953, -0.5847], [3.5104, -0.2884, -0.7068], [-1.9396, -0.0570, 1.8720], [-0.7618, 1.3612, 1.9625], [-0.1596, 0.2523, -0.6974], [0.3765, -0.7078, -0.6927], [0.4889, -0.1957, -0.1849], [0.3205, 0.2307, -0.5642], [-0.2709, -0.3550, 0.1582], [0.5614, -0.0688, -0.0093], [-0.2948, -0.7524, -0.3101], [0.1664, -0.9758, 0.2653], [0.4050, -0.3231, 0.1038], [0.0152, 1.3288, -0.7185], [-1.2535, -0.4257, 3.1888], [-1.1821, -1.4284, -3.6554], [2.8596, 1.4897, 2.4429], [-0.5892, 1.0747, -0.9460], [0.2784, 0.2918, -0.0249], [0.3054, -0.3438, 0.3706], [0.5559, -0.8605, -0.7239], [-1.0296, 0.1897, 0.0210], [-0.2949, 0.1672, 0.1221], [-0.1144, -1.0064, -0.1001], [-0.0236, -0.1604, 0.2861], [0.0683, 0.0085, -0.3683], [-0.7314, -0.9954, -0.1319], [0.9171, 1.9241, 0.0806], [0.1266, -0.4179, -1.2089], [-0.7744, -1.6614, 0.9436], [1.5567, 0.7474, -0.4633], [1.4048, -0.1796, 1.6418], [-2.4911, 2.4912, -1.0045], [0.2168, 0.2525, -0.2887], [-0.4520, -0.4823, 0.4240], [0.7312, -0.3254, 0.1328], [-0.6783, -0.5996, 0.3998], [-0.0193, -0.2244, 0.2737], [0.3296, -0.3528, -0.0549], [0.0315, 0.2521, -0.2666], [-0.1667, -0.4276, -0.4745], [-0.8373, -0.3237, 0.8036], [-1.0942, -1.0412, -2.7726], [1.0929, 1.5473, 2.3315], [-1.0053, -0.2616, 0.3630], [-0.6557, 0.2485, -0.0685], [-0.1479, -1.9585, 1.2230], [2.9585, 0.9688, -1.8361], [-0.1737, 0.2939, 0.0374], [0.0126, 0.8110, -0.2583], [0.2500, 0.0945, 0.9371], [0.3283, 0.5407, 0.3794], [-0.1423, -0.6386, -0.3264], [-0.1724, 0.0391, 0.1312], [-0.2455, -0.4584, -0.4097], [-0.1647, 0.1410, -0.5350], [-0.2059, -0.2787, -1.7783], [-0.2959, 0.8366, 2.0067], [-0.3832, 0.2636, -0.7668], [0.0235, -1.7538, -0.4713], [-0.9934, 0.1115, -0.2273], [1.3080, 3.1063, 1.3049], [0.6374, -1.1178, 0.5032], [0.4800, 0.0569, -0.2751], [-0.0843, 0.1377, 0.1169], [0.0919, -0.4784, -0.0824], [-0.2626, -0.4014, -0.7708], [0.3259, -0.3670, -0.0306], [-0.3603, 0.0202, 0.0024], [-0.2227, 0.1028, 0.3780], [-0.0595, -0.2382, 0.0901]],
  "lowdin_charge": [-0.0543, -0.1483, 0.0129, -0.3513, 0.1332, -0.4954, 0.1250, 0.1862, 0.1442, 0.0770, 0.0652, 0.0789, 0.1144, 0.1123, -0.0528, -0.1790, 0.0274, -0.3737, 0.1353, -0.6141, 0.2044, 0.2005, 0.1612, 0.0813, 0.0795, 0.0796, 0.1252, 0.1251, -0.0556, -0.1682, -0.0201, -0.2950, 0.1320, -0.6105, 0.1726, 0.1860, 0.2092, 0.0663, 0.0717, 0.0737, 0.1209, 0.1171, -0.0784, -0.1880, 0.0086, -0.3559, 0.1416, -0.4452, 0.1706, 0.1257, 0.1029, 0.0879, 0.0865, 0.0888, 0.1305, 0.1244, -0.0761, -0.2086, 0.0173, -0.3199, 0.1376, -0.5741, 0.1656, 0.2184, 0.1459, 0.0810, 0.0776, 0.0816, 0.1306, 0.1231, -0.0578, -0.2037, -0.0192, -0.2571, 0.1171, -0.5309, 0.1779, 0.1776, 0.1359, 0.0748, 0.0741, 0.0669, 0.1268, 0.1176, -0.0627, -0.2444, -0.2765, 0.6821, -0.0923, -0.3164, -0.3155, 0.0739, 0.0682, 0.0750, 0.1100, 0.1165, 0.0568, 0.0660, 0.0595, -0.0524, -0.3109, -0.2722, 0.7222, -0.0963, -0.3057, -0.3167, 0.0741, 0.0694, 0.0647, 0.1098, 0.1167, 0.0659, 0.0662, 0.0652, -0.0502, -0.2549, -0.2726, 0.6760, -0.0994, -0.3090, -0.2954, 0.0711, 0.0698, 0.0694, 0.1083, 0.1026, 0.0647, 0.0670, 0.0527],
  "e_above_lowest_kcal_mol": 75.1,
  "homo_ev": -10.955,
  "homo_lumo_gap_ha": 0.40832
}